# 1
# C12H31InNOPS

C12H31InNOPS as an isolated structure (ωB97M-V with the def2-TZVPD basis set, the OMol25 dataset).

The LUMO energy comes out at -0.7 eV. The net charge is 0. The frontier orbital gap is 5.32 eV. Its multiplicity is 1.

```
48
Properties=species:S:1:pos:R:3:forces:R:3
C 1.4099 3.2764 0.7009 -0.02 0.00 -0.04
C 0.3822 3.0765 -0.4032 -0.01 0.06 0.03
O -0.6562 2.2666 0.0890 0.04 -0.12 0.04
C -1.6458 1.9230 -0.9002 -0.08 0.01 -0.08
In -3.6907 1.7062 -0.0693 0.15 -0.33 0.28
P -4.9566 3.9247 0.0230 -0.08 0.10 -0.35
S -5.6875 4.6662 -1.6818 0.08 -0.03 0.13
H 1.4449 2.3827 1.3262 0.05 -0.06 -0.01
H 2.4041 3.4608 0.2926 0.02 0.04 -0.02
H 1.1519 4.1125 1.3477 -0.06 0.00 0.04
H 0.8371 2.6177 -1.2937 0.06 -0.08 0.00
H -0.0232 4.0411 -0.7318 0.02 0.02 -0.05
H -1.3810 0.9412 -1.3298 -0.02 0.09 -0.10
H -1.6086 2.6339 -1.7327 -0.04 0.06 0.04
H -4.5409 0.5501 -1.0605 -0.07 0.03 -0.07
H -3.5278 1.1626 1.6085 0.04 0.01 0.00
H -4.1790 4.8893 0.7043 0.03 -0.04 0.07
H -5.9565 3.7989 1.0148 0.02 0.00 0.03
C 0.2411 -1.3863 3.0222 -0.05 -0.09 -0.01
C -0.2251 -0.8226 1.6870 0.00 0.14 -0.05
C -0.6798 -1.8618 0.6667 0.06 0.10 -0.10
C 0.3190 -2.9111 0.2129 0.03 -0.06 0.03
N 1.4474 -2.4866 -0.7205 -0.01 -0.01 0.02
C 0.9615 -1.6422 -1.8810 -0.02 -0.03 0.00
C 1.2050 -0.2010 -1.4842 0.03 0.03 0.00
C 2.4727 -0.2478 -0.6235 -0.01 0.02 -0.02
C 2.5107 -1.6504 -0.0144 0.00 0.00 0.02
C 2.0576 -3.7448 -1.2357 0.02 -0.01 -0.01
H 1.1645 -1.9696 2.9466 0.00 -0.01 0.00
H 0.4305 -0.5775 3.7269 0.01 -0.01 0.00
H -0.5185 -2.0358 3.4623 0.00 0.01 0.00
H 0.5407 -0.1661 1.2702 0.00 0.03 -0.03
H -1.0842 -0.1704 1.8393 -0.03 0.11 0.09
H -1.1225 -1.3616 -0.1981 -0.01 0.02 0.01
H -1.5032 -2.4324 1.1062 0.02 -0.05 0.00
H -0.2021 -3.6955 -0.3359 -0.04 0.01 0.01
H 0.8216 -3.3737 1.0636 -0.02 -0.03 0.00
H 1.5696 -1.9216 -2.7410 0.00 0.00 0.01
H -0.0758 -1.8960 -2.0885 -0.01 0.01 0.00
H 0.3710 0.2196 -0.9286 0.00 -0.04 0.07
H 1.3357 0.4122 -2.3732 -0.02 0.03 0.01
H 2.4468 0.5161 0.1505 0.02 0.02 0.00
H 3.3667 -0.0755 -1.2221 -0.02 -0.03 -0.03
H 2.2990 -1.6712 1.0506 -0.06 0.02 -0.02
H 3.4649 -2.1421 -0.1863 0.01 0.00 0.06
H 1.3152 -4.2900 -1.8138 0.00 0.01 0.00
H 2.3879 -4.3505 -0.3947 -0.01 0.00 0.00
H 2.9059 -3.4942 -1.8677 0.00 0.01 0.01
```
Positions in Å, forces in eV/Å.

***

# 2
# C12H32BO11P2

A 3-piece molecular cluster, C12H32BO11P2 overall at a distorted geometry (ωB97M-V with the def2-TZVPD basis set, the OMol25 dataset).

The LUMO energy comes out at 2.1 eV. The net charge is -1. The frontier orbital gap is 5.93 eV. Its multiplicity is 1.

```
58
Properties=species:S:1:pos:R:3:forces:R:3
C 1.9008 2.5277 3.2395 -0.12 -0.77 0.36
C 2.3345 0.9526 3.0926 -0.38 -0.27 -0.74
C 1.4580 0.3425 1.8085 0.90 -1.08 1.08
C 0.1781 -0.4565 2.5172 1.16 0.49 0.27
O -0.9926 -0.5885 1.6367 0.35 1.85 2.00
C -2.0577 0.3679 1.9663 -1.64 1.01 0.57
C -2.8297 0.2965 3.4089 -0.32 1.39 0.51
O -3.8011 1.4156 3.1747 1.52 -2.20 0.86
B -3.1446 2.3784 2.2224 0.80 -0.92 -0.08
O -1.7707 1.8233 1.9497 0.66 -3.72 -0.10
H 0.8413 2.6809 2.7343 2.24 -0.24 1.01
H 2.7353 3.1632 2.7097 -1.82 -0.94 1.18
H 1.7715 2.7795 4.3790 0.51 -0.10 -2.25
H 2.0712 0.3101 4.0617 0.48 1.47 -2.03
H 3.4963 0.7938 2.9027 -2.46 0.54 0.36
H 2.1971 -0.4185 1.2687 -1.87 1.54 0.86
H 1.1171 1.1828 1.0687 0.51 -1.64 1.56
H 0.5633 -1.5391 2.8371 -0.94 2.21 -0.82
H -0.0395 0.1384 3.5227 0.01 -1.23 -2.26
H -2.9371 0.1399 1.2017 1.88 0.35 1.18
H -3.3706 -0.6836 3.7513 0.74 1.64 -1.17
H -2.1567 0.5921 4.3474 -0.91 -0.58 -2.04
H -3.6374 2.3298 1.1534 -1.25 0.10 -1.12
H -3.0084 3.4860 2.5900 -0.08 1.04 0.68
C -3.4873 -0.4546 -2.0122 0.99 -0.02 0.21
O -4.8612 -0.1667 -2.1659 -1.75 -0.56 -0.43
P -5.8616 -1.3456 -2.6252 -0.59 0.53 0.55
O -7.2647 -0.9087 -2.8899 2.03 -0.38 0.19
O -5.7097 -2.4492 -1.4591 0.11 0.10 -1.98
C -5.9590 -2.0421 -0.1324 0.02 0.38 1.00
O -5.0881 -2.0366 -3.8572 -0.29 0.12 1.33
C -5.6023 -1.8710 -5.1594 -0.24 -0.03 -0.89
H -3.1026 0.1172 -1.1638 -0.16 -0.02 -0.11
H -3.3086 -1.5170 -1.8262 -0.01 0.07 -0.02
H -2.9557 -0.1490 -2.9163 0.00 -0.09 0.05
H -6.5313 -1.1106 -0.0888 0.07 -0.12 0.03
H -4.9986 -1.9013 0.3700 -0.14 0.10 0.06
H -6.5149 -2.8277 0.3851 0.04 0.06 -0.20
H -4.7681 -1.6980 -5.8450 -0.01 -0.06 0.18
H -6.2900 -1.0253 -5.2325 0.00 -0.14 0.10
H -6.1152 -2.7896 -5.4562 -0.03 0.14 -0.03
C 5.4459 -0.3676 -3.2280 0.28 0.04 -0.66
O 4.7905 -0.5872 -1.9966 -0.10 0.15 1.33
P 5.5086 -0.1142 -0.6321 -0.71 0.07 1.01
O 4.7989 -0.5126 0.6198 1.02 0.30 -2.08
O 5.6857 1.4769 -0.8272 1.05 -1.54 0.28
C 4.5304 2.2384 -1.0987 -0.81 0.49 -0.28
O 7.0178 -0.6520 -0.7954 -1.12 1.07 -0.35
C 7.4496 -1.7183 0.0194 0.49 -0.75 0.59
H 4.6971 -0.1150 -3.9831 0.02 -0.06 0.18
H 6.1698 0.4495 -3.1679 -0.03 -0.07 0.00
H 5.9571 -1.2852 -3.5283 0.03 0.12 -0.01
H 3.6137 1.7044 -0.8311 0.08 0.10 0.03
H 4.5156 2.4713 -2.1666 -0.12 0.02 0.05
H 4.5770 3.1734 -0.5353 0.06 -0.21 -0.01
H 8.0481 -2.4025 -0.5887 -0.08 0.18 -0.03
H 6.6165 -2.2787 0.4502 0.05 0.18 0.00
H 8.0783 -1.3195 0.8198 -0.12 -0.11 -0.02
```
Positions in Å, forces in eV/Å.

***

# 3
# C12H32BaFN2P2

C12H32BaFN2P2 as an isolated structure at a distorted geometry (ωB97M-V with the def2-TZVPD basis set, the OMol25 dataset).

The LUMO energy comes out at -2.5 eV. The net charge is +1. The frontier orbital gap is 8.65 eV. For the relative energy (zero: lowest compared OMol25 entry of this formula, charge and spin), the calculation gives 0.683 eV. Its multiplicity is 1.

```
50
Properties=species:S:1:pos:R:3:forces:R:3
Ba -0.1262 -0.5153 -0.4453 0.97 2.30 1.00
C -1.0829 -0.3798 -3.9021 0.11 0.05 -0.32
N -1.1944 -1.1383 -2.6716 -0.09 -0.16 -0.15
C -2.5873 -1.2742 -2.2743 -0.28 -0.02 -0.41
C -0.4794 -2.4193 -2.7399 0.03 -0.15 -0.83
C -0.2663 -3.2533 -1.4621 -0.35 -0.70 -0.21
N 0.8069 -2.8826 -0.5417 0.26 -0.40 -0.21
C 2.1302 -3.1701 -1.0581 0.30 -0.11 -0.12
C 0.6124 -3.4557 0.7826 0.26 -0.30 0.05
H -1.5817 -0.8720 -4.7488 0.01 -0.01 0.04
H -0.0327 -0.2382 -4.1632 -0.02 0.01 0.00
H -1.5393 0.5997 -3.7588 0.00 -0.01 -0.05
H -3.1449 -1.8487 -3.0268 -0.09 -0.07 0.19
H -3.0448 -0.2872 -2.1977 0.04 0.01 -0.01
H -2.6857 -1.7420 -1.3000 -0.06 -0.18 0.14
H 0.4916 -2.2228 -3.2044 -0.04 0.00 -0.03
H -1.0308 -3.0545 -3.4484 0.16 -0.20 0.10
H -0.1011 -4.2811 -1.8139 -0.09 0.02 0.03
H -1.1964 -3.2852 -0.8957 -0.13 -0.06 0.11
H 2.3166 -4.2480 -1.1680 -0.07 0.04 -0.02
H 2.8805 -2.7683 -0.3763 0.00 0.00 -0.03
H 2.2689 -2.6978 -2.0312 0.05 -0.03 0.01
H 0.6812 -4.5509 0.7478 -0.15 0.02 0.14
H -0.3482 -3.1565 1.2003 -0.13 -0.04 -0.01
H 1.3970 -3.0919 1.4481 0.00 -0.01 -0.02
C -2.2730 3.3169 -0.1897 0.07 -0.01 0.02
P -0.5291 2.8221 0.0175 0.23 -0.06 -0.13
C 0.3516 4.3650 -0.4375 -0.10 -0.14 0.02
C -0.4002 2.8773 1.8480 -0.18 0.19 0.07
C 0.9791 2.5620 2.4150 0.13 -0.08 0.13
P 1.4612 0.7800 2.3368 0.26 0.22 -0.15
C 3.0892 0.8754 3.1838 -0.17 -0.07 -0.09
C 0.3988 0.0870 3.6416 -0.03 -0.04 0.02
H -2.4746 4.2464 0.3449 -0.09 -0.01 0.00
H -2.9061 2.5193 0.2000 -0.06 0.04 0.01
H -2.4927 3.4583 -1.2478 -0.04 0.02 0.00
H -0.0061 5.1995 0.1679 0.05 0.05 -0.02
H 0.1789 4.5866 -1.4904 0.01 0.02 -0.01
H 1.4237 4.2372 -0.2929 0.02 0.06 0.01
H -1.1576 2.1912 2.2368 0.04 -0.03 0.02
H -0.6877 3.8860 2.1646 -0.07 -0.04 -0.01
H 1.0127 2.8662 3.4665 0.02 -0.04 -0.01
H 1.7569 3.1435 1.9111 -0.02 -0.03 -0.06
H 2.9920 1.3667 4.1529 0.03 -0.01 0.02
H 3.7997 1.4294 2.5712 0.00 0.01 -0.01
H 3.4814 -0.1312 3.3291 0.02 0.01 0.04
H 0.4077 0.7149 4.5340 -0.04 -0.02 0.03
H 0.7585 -0.9074 3.9092 -0.05 -0.03 0.01
H -0.6123 -0.0037 3.2430 -0.04 -0.03 0.10
F -1.6953 -0.2548 1.0338 -0.71 0.00 0.61
```
Positions in Å, forces in eV/Å.